ORCA calculation (ωB97M-V with the def2-TZVPD basis set) on an isolated ion of composition C7H8FO2 and charge -1 at a distorted geometry.

The electronic energy comes out at -14200.53436 eV. Its charge is -1. The SMILES is O=C([O-])C/C=C(\F)C1CC1. For the molar mass, the calculation gives 143.14 u.

CARTESIAN COORDINATES (ANGSTROEM)
C 3.1047 0.7293 -0.2632
C 1.7109 0.1738 -0.0629
C 4.3232 -0.2099 0.3060
C -1.8523 0.3916 0.6914
C -2.2082 0.4393 -0.7229
C -0.7992 -0.1363 -0.1897
C 0.5054 0.5685 -0.4933
O 5.3965 0.1598 -0.1570
O 3.9213 -1.0453 1.1259
F 0.2712 1.6051 -1.3719
H 3.2888 1.6855 0.2730
H 3.1391 1.1025 -1.3524
H 1.7605 -0.6442 0.6109
H -1.8879 1.4466 1.0651
H -2.2834 -0.4536 1.2530
H -2.8538 -0.2543 -1.2445
H -2.1884 1.3435 -1.3574
H -0.7511 -1.2716 -0.2534